15
Properties=species:S:1:pos:R:3 method="wB97M-V/def2-TZVPD" orbital_gap_ev=10.04 energy_ha=-287.77133 smiles="CNCCC=O" molar_mass_g_mol=87.122
C 1.1337 1.0128 -1.8064
N 0.8422 -0.0726 -0.9067
C -0.2320 0.2172 0.0250
C -0.2116 -0.7903 1.1502
C -1.4143 -0.7441 2.0609
O -1.4007 -1.2019 3.1734
H 0.3901 1.1842 -2.5982
H 1.3058 1.9229 -1.2404
H 2.0697 0.8265 -2.3220
H 0.6285 -0.9227 -1.4157
H 0.0187 1.2048 0.4235
H -1.2076 0.2324 -0.4796
H 0.7675 -0.7571 1.6246
H -0.3580 -1.7822 0.6977
H -2.3322 -0.3298 1.6136

---

11
Properties=species:S:1:pos:R:3 method="wB97M-V/def2-TZVPD" orbital_gap_ev="8.80 / 8.79" energy_ha=-699.54222 molar_mass_g_mol=116.145
C 0.4917 -0.4182 -0.1411
C -1.5011 2.4510 1.3116
C 1.6839 -1.3275 -0.0534
N -0.5464 -0.5196 -0.6926
N -1.7115 -0.1802 -0.9481
O -2.5163 1.9023 1.3550
S -0.0349 2.9600 1.1828
H 2.4376 -1.2302 0.8299
H 2.2473 -1.2498 -1.0621
H 1.4011 -2.4354 0.0941
H -1.9512 0.0477 -1.8760

---

31
Properties=species:S:1:pos:R:3 method="wB97M-V/def2-TZVPD" total_charge=+3 orbital_gap_ev=7.36 energy_ha=-1147.78851 molar_mass_g_mol=468.040
W 0.5106 0.0238 0.1008
O -3.8504 3.6985 -2.0400
C -2.9363 2.8759 -1.6569
C -2.7596 1.5560 -2.1671
C -1.7925 0.7917 -1.5923
N -1.0028 1.2079 -0.5760
C -1.0422 2.5325 -0.2522
C -1.9798 3.3904 -0.7265
C 0.1250 2.9837 0.5470
O 0.4951 3.9612 1.0105
O 1.0006 1.6691 0.6429
C -1.3402 -0.5127 -2.1540
O -1.7729 -1.2783 -2.8951
O 0.0174 -0.7289 -1.4923
H -4.4828 3.3520 -2.6981
H -3.3456 1.1826 -2.9998
H -1.9839 4.4402 -0.4540
C 2.5400 -3.5173 1.2172
C 1.8695 -2.1836 1.3091
C 2.2120 -1.3039 2.4772
O 2.1011 -1.1928 0.0200
C 0.3477 -2.4260 1.0714
O -0.2606 -3.2745 0.6212
O -0.3736 -0.9192 1.3073
H 3.6160 -3.4129 1.3567
H 2.3115 -4.0444 0.2910
H 2.1383 -4.1040 2.0523
H 3.2886 -1.3298 2.6490
H 1.6838 -1.6417 3.3718
H 1.9798 -0.2423 2.3408
H 2.6861 -1.5529 -0.6821

---

84
Properties=species:S:1:pos:R:3 method="wB97M-V/def2-TZVPD" total_charge=+1 orbital_gap_ev=7.93 energy_ha=-3956.08276 molar_mass_g_mol=481.608
Br -1.4243 -2.9773 -0.4410
C 2.6719 -0.1804 3.4474
C 1.8793 -0.2399 2.1456
C 0.4822 0.3316 2.2565
C -0.2062 0.4411 0.8993
P -2.0155 0.6523 1.0217
C -2.6415 -0.6170 2.1347
C -2.6716 -0.2285 3.6401
C -2.5339 -1.4520 4.5322
C -3.6064 -2.5025 4.2774
C -2.2457 2.3091 1.7229
C -1.4251 3.4876 1.1562
C -1.3107 4.5971 2.1978
C -0.5447 5.8119 1.6896
C -2.5874 0.5554 -0.6761
C -1.9767 1.5770 -1.6447
C -2.2986 1.2248 -3.0900
C -3.7639 1.1994 -3.4816
H 3.3667 0.6560 3.5165
H 3.2912 -1.0775 3.5430
H 2.0744 -0.1652 4.3620
H 1.8322 -1.2427 1.7186
H 2.4445 0.3608 1.4180
H 0.4569 1.3035 2.7579
H -0.0886 -0.3764 2.8660
H -0.1548 -0.5275 0.3773
H 0.1702 1.2919 0.3361
H -2.1594 -1.5751 1.9321
H -3.6858 -0.7029 1.8106
H -3.6440 0.2274 3.8413
H -1.9092 0.5211 3.8465
H -2.6003 -1.1411 5.5778
H -1.5451 -1.9121 4.4405
H -3.4024 -3.1278 3.4025
H -4.6061 -2.1000 4.0997
H -3.6458 -3.2050 5.1101
H -2.0449 2.2609 2.7946
H -3.3129 2.5526 1.6724
H -1.9731 3.8878 0.3041
H -0.4399 3.1609 0.8198
H -0.9918 4.2675 3.1901
H -2.3502 4.8969 2.3948
H -0.8708 6.0688 0.6800
H 0.5339 5.6638 1.7057
H -0.7922 6.6834 2.2966
H -3.6751 0.6257 -0.7462
H -2.2804 -0.4523 -0.9962
H -0.8841 1.5648 -1.5487
H -2.2401 2.6050 -1.3922
H -1.7894 0.2896 -3.3500
H -1.8134 1.9695 -3.7318
H -3.8475 1.2164 -4.5663
H -4.3227 2.0657 -3.1029
H -4.3832 0.3984 -3.0695
C 3.8203 -3.3943 1.2249
C 4.0649 -3.2260 -0.2742
C 2.8509 -2.6853 -1.0350
C 3.2512 -2.3874 -2.4738
N 2.2512 -1.5181 -3.1871
C 2.8208 -1.1147 -4.5248
C 1.9425 0.0377 -4.9843
C 1.6479 0.7745 -3.6718
C 1.9869 -0.1927 -2.5288
C 1.0020 -2.3144 -3.3907
H 3.7052 -2.4178 1.7099
H 4.6397 -3.9593 1.6579
H 2.8498 -3.8435 1.4519
H 4.2564 -4.2265 -0.6812
H 4.9816 -2.6499 -0.4148
H 2.5282 -1.7878 -0.4957
H 2.0189 -3.3890 -0.9893
H 3.3048 -3.3011 -3.0614
H 4.2036 -1.8583 -2.4999
H 2.9079 -1.9932 -5.1610
H 3.8388 -0.7657 -4.3370
H 1.0654 -0.3589 -5.4923
H 2.4639 0.6659 -5.7025
H 0.6094 1.1028 -3.6182
H 2.2322 1.6857 -3.5526
H 1.2197 -0.3187 -1.7683
H 2.9211 0.0594 -2.0265
H 1.2826 -3.3367 -3.6258
H 0.3726 -1.9522 -4.1984
H 0.4611 -2.2567 -2.4482

---

31
Properties=species:S:1:pos:R:3 method="wB97M-V/def2-TZVPD" orbital_gap_ev="8.80 / 10.12" s_squared=0.754 spin_multiplicity=2 energy_ha=-393.51363 molar_mass_g_mol=141.278
C -4.2258 0.0539 3.2853
C -2.8861 0.7232 3.1413
C -1.7748 0.0206 2.8845
H -5.0315 0.7920 3.3251
H -4.4032 -0.6234 2.4408
H -4.2874 -0.5526 4.1985
H -2.8776 1.8092 3.2667
H -0.7907 0.4808 2.7983
H -1.8331 -1.0707 2.8261
C 2.7067 2.1455 -1.7431
C 1.8238 1.2575 -0.8665
C 1.4028 -0.0504 -1.5408
C 2.6193 -0.8745 -1.9730
C 0.4686 -0.8860 -0.6150
C -0.0582 -2.1014 -1.3853
C -0.6799 -0.0489 -0.2453
H 2.8700 3.1037 -1.2420
H 3.6896 1.6972 -1.9271
H 2.2344 2.3557 -2.7109
H 2.3579 1.0119 0.0627
H 0.9212 1.8102 -0.5777
H 0.8199 0.2054 -2.4407
H 3.1928 -1.2008 -1.0943
H 2.3180 -1.7662 -2.5335
H 3.2801 -0.2831 -2.6143
H 1.0152 -1.1639 0.3079
H -0.8136 -2.6304 -0.7959
H -0.5152 -1.7818 -2.3327
H 0.7409 -2.8138 -1.6115
H -1.3033 0.3039 -1.0645
H -0.9807 0.0772 0.7768

---

16
Properties=species:S:1:pos:R:3 method="wB97M-V/def2-TZVPD" orbital_gap_ev=9.79 energy_ha=-748.04071 smiles=Cc1nc(F)cs1.C molar_mass_g_mol=133.191
C -2.4364 0.7668 1.1895
C -1.5402 0.1987 0.1902
N -0.3917 -0.2974 0.4847
C 0.0985 -1.0716 -0.5516
F 1.2986 -1.7941 -0.4271
C -0.6335 -1.2332 -1.6961
S -2.1180 -0.2294 -1.4644
H -1.8366 0.5462 2.0979
H -3.3955 0.3417 1.0093
H -2.8150 1.7547 1.3433
H -0.7928 -1.8166 -2.6100
C 2.9850 0.5430 0.2533
H 3.4500 1.5527 0.2313
H 2.3500 0.5002 -0.7886
H 2.0290 0.3401 0.7626
H 3.7487 -0.1019 -0.0243

---

94
Properties=species:S:1:pos:R:3 method="wB97M-V/def2-TZVPD" total_charge=-1 orbital_gap_ev="4.46 / 5.55" energy_ha=-5517.67880 molar_mass_g_mol=981.540
Sn -0.5174 2.2934 -1.5717
S 4.0522 -1.2721 1.2362
C 3.0877 -0.2003 2.1143
C 3.2805 -0.1423 3.5380
C 2.6884 0.7870 4.3359
C 1.8207 1.7430 3.7479
C 1.5617 1.6939 2.4128
C 2.1246 0.7069 1.5328
N 1.6485 0.8146 0.2813
C 1.5175 0.0088 -0.7572
C 0.1961 -0.0016 -2.9183
C 0.3835 -1.2132 -3.5813
C -0.3412 -1.4405 -4.7516
C -1.2181 -0.4859 -5.2472
C -1.4025 0.7160 -4.5569
C -0.7164 0.9609 -3.3812
H 3.9566 -0.8765 3.9572
H 2.8893 0.8054 5.4000
H 1.3585 2.5098 4.3593
H 0.8810 2.3962 1.9462
H 1.0737 -1.9623 -3.2177
H -0.2150 -2.3790 -5.2790
H -1.7627 -0.6777 -6.1647
H -2.0889 1.4559 -4.9568
C -6.0091 -4.9024 1.1956
C -5.3372 -3.5713 0.9970
C -4.9208 -2.8116 2.0818
C -4.2981 -1.5800 1.9224
C -3.8696 -0.8417 3.1633
C -4.0696 -1.0943 0.6131
Se -3.1189 0.4985 0.3419
C -4.5066 -1.8518 -0.5054
C -4.3415 -1.3839 -1.9276
C -5.1298 -3.0699 -0.2838
H -5.8539 -5.2750 2.2078
H -5.6240 -5.6431 0.4935
H -7.0862 -4.8223 1.0294
H -5.0838 -3.1879 3.0870
H -4.5646 -1.0474 3.9780
H -3.8175 0.2312 2.9990
H -2.8754 -1.1675 3.4793
H -3.4409 -0.7895 -2.0648
H -5.1873 -0.7553 -2.2175
H -4.3077 -2.2374 -2.6043
H -5.4574 -3.6515 -1.1401
C 4.6039 0.2811 -2.0683
C 3.5737 -0.6437 -2.7235
C 4.1556 -1.2461 -4.0019
C 3.0422 -1.7033 -1.7642
C 3.5350 -2.9987 -1.7816
C 3.0049 -3.9750 -0.9446
C 1.9373 -3.6756 -0.1215
C 1.4134 -2.3833 -0.0744
C 0.1907 -2.1015 0.7807
C -0.9823 -2.9873 0.3459
C 0.4800 -2.2826 2.2727
C 2.0150 -1.4003 -0.8523
N 0.7871 0.5108 -1.7306
H 4.9646 1.0035 -2.8055
H 5.4530 -0.2932 -1.6901
H 4.1786 0.8310 -1.2295
H 2.7281 -0.0238 -3.0209
H 5.1230 -1.7222 -3.8164
H 4.3136 -0.4560 -4.7381
H 3.4857 -1.9891 -4.4408
H 4.3384 -3.2621 -2.4585
H 3.4171 -4.9773 -0.9558
H 1.4989 -4.4531 0.4940
H -0.1107 -1.0622 0.6225
H -0.7604 -4.0443 0.5176
H -1.2034 -2.8518 -0.7158
H -1.8818 -2.7395 0.9158
H 0.6346 -3.3390 2.5114
H -0.3633 -1.9187 2.8660
H 1.3716 -1.7313 2.5778
I 1.2512 4.1107 -2.7906
N -0.8351 6.4730 -0.6783
C -1.4919 5.3993 -0.1992
S -2.8972 4.7894 -0.8724
N -0.9853 4.7752 0.8933
C 0.2168 5.0145 1.6035
C 1.4382 5.1358 0.9507
C 2.5953 5.3279 1.6936
C 2.5473 5.3805 3.0796
C 1.3274 5.2337 3.7258
C 0.1655 5.0549 2.9925
H -1.0891 6.7475 -1.6113
H 0.0992 6.6794 -0.3676
H -1.6249 4.0987 1.2812
H 1.4917 5.0113 -0.1264
H 3.5439 5.4041 1.1777
H 3.4554 5.5121 3.6531
H 1.2777 5.2603 4.8070
H -0.7889 4.9400 3.4937

---

12
Properties=species:S:1:pos:R:3 method="wB97M-V/def2-TZVPD" orbital_gap_ev=9.05 energy_ha=-2763.83672 smiles=CN(C)NBr molar_mass_g_mol=138.996
C 0.8137 0.4386 -0.8853
N -0.1432 0.3555 0.2022
C -1.3859 -0.3121 -0.1280
N 0.2654 0.1082 1.4304
Br 1.4064 -1.6069 1.6812
H 0.3754 0.9903 -1.7145
H 1.7073 0.9553 -0.5380
H 1.1011 -0.5641 -1.2261
H -1.7965 0.1510 -1.0235
H -1.2533 -1.3850 -0.2963
H -2.0753 -0.1584 0.7024
H 0.9849 1.0275 1.7955

---

16
Properties=species:S:1:pos:R:3 method="wB97M-V/def2-TZVPD" total_charge=+1 orbital_gap_ev=12.48 energy_ha=-304.99829 molar_mass_g_mol=97.141
C 0.3230 1.3647 0.7726
C -0.3593 -0.0967 -1.1824
C -1.0792 1.2993 0.6657
C -0.2525 -0.8618 0.1820
C 1.0705 -1.6219 0.2870
N -0.2887 1.2677 -0.5962
N -0.3815 0.1210 1.1915
H 0.9335 2.0855 1.1584
H 0.5626 -0.4841 -1.7842
H -1.2867 -0.0897 -1.7577
H -2.1820 2.0482 0.9587
H -1.1078 -1.6215 0.2520
H 1.7227 -1.0600 0.9307
H 1.5260 -1.7518 -0.6098
H 0.9704 -2.5648 0.7472
H -0.1711 1.9658 -1.2158

---

18
Properties=species:S:1:pos:R:3 method="wB97M-V/def2-TZVPD" orbital_gap_ev=11.49 energy_ha=-458.65259 smiles=O.O.O.O.O.O molar_mass_g_mol=108.090
O -2.0879 -1.1046 0.1800
H -1.3393 -1.2086 -0.4743
H -2.6868 -0.5707 -0.3460
O -0.3801 1.9488 0.6061
H -1.1422 1.8935 0.0418
H -0.5182 1.1471 1.1450
O -0.2500 -0.7992 2.2083
H -0.3701 -1.1155 3.0771
H -1.0624 -0.9367 1.6902
O 1.0325 1.7579 -2.3418
H 1.5374 2.1396 -1.6055
H 0.1950 2.2073 -2.2605
O 1.9444 -1.2243 0.4650
H 1.2519 -1.2249 1.1569
H 2.6634 -0.6882 0.8202
O 0.0630 -0.9399 -1.4869
H 0.8114 -1.1220 -0.9138
H 0.3381 -0.1597 -1.9619

---

17
Properties=species:S:1:pos:R:3 method="wB97M-V/def2-TZVPD" orbital_gap_ev=7.74 energy_ha=-455.22594 molar_mass_g_mol=128.131
C -0.1010 0.8061 -1.3078
C 3.6395 -0.5000 0.4196
C -0.0057 2.1900 -0.6591
C 0.9519 -1.2862 -0.6181
C 0.8070 -2.7219 -0.1322
N 0.2495 -0.3285 -0.8057
N -0.7801 2.3544 0.5227
O 3.0943 -0.1602 1.3819
O 4.1826 -0.8775 -0.5202
H -0.2898 0.6974 -2.4006
H 1.0818 2.3473 -0.5487
H -0.3046 2.8426 -1.5067
H -0.2814 -2.9108 0.1803
H 1.4757 -2.7862 0.7031
H 1.2975 -3.3262 -0.9742
H -0.2661 1.8737 1.2257
H -1.0142 3.2668 0.7818

---

20
Properties=species:S:1:pos:R:3 method="wB97M-V/def2-TZVPD" orbital_gap_ev=8.96 energy_ha=-631.76779 smiles="C=N/C=C/C.C=PC" molar_mass_g_mol=129.143
C -0.1089 0.0095 -2.5326
N 0.0201 -0.3515 -1.3133
C -0.7971 -1.1165 -0.5666
C -2.1649 -1.1873 -0.5787
C -2.8730 -1.6477 0.6607
H 0.6722 0.6523 -2.9509
H -0.7740 -0.4750 -3.2518
H -0.3381 -1.6255 0.2501
H -2.8006 -0.7703 -1.3030
H -4.0183 -2.0602 0.3418
H -2.2841 -2.4817 1.2428
H -3.2639 -0.9081 1.3083
C 2.6502 0.0758 0.3680
P 2.4933 0.4572 1.9395
C 2.6203 2.3040 2.0357
H 2.3477 -1.0134 -0.0405
H 3.0382 0.7383 -0.4160
H 2.2666 2.6100 0.9840
H 1.8183 2.6345 2.7656
H 3.6447 2.7761 2.2409

---

81
Properties=species:S:1:pos:R:3 method="wB97M-V/def2-TZVPD" orbital_gap_ev=8.78 energy_ha=-4778.48628 smiles="C#CC[C@H]1[C@](CCCO)(C[C@H](C)Br)[C@@H](N)[C@](O)(C[C@H](C)O)[C@](Cl)(CCCCCOC)[N@@+]1(CON=O)C(=O)[O-]" molar_mass_g_mol=628.989
C 1.6149 -4.6438 -0.1686
C 2.2448 -3.6423 -0.4225
C 2.7402 -2.2209 -0.4618
C 1.5594 -1.2170 -0.3674
C 1.6562 -0.2248 0.8687
C 3.0436 0.4786 0.9931
C 3.7923 0.6091 2.3474
C 3.1853 1.4254 3.4927
O 3.2231 2.8335 3.2233
C 1.1113 -0.9638 2.1434
C 1.9418 -1.8081 3.1249
C 2.9744 -2.8598 2.7255
Br 0.6019 -2.7951 4.2550
C 0.5638 0.9719 0.7584
N 0.7950 2.0879 1.6131
C 0.2454 1.5029 -0.6802
O 1.3263 2.2883 -1.0857
C -1.0180 2.4458 -0.5040
C -0.8101 3.9618 -0.7445
C -0.5982 4.3796 -2.2422
O 0.0976 4.6073 0.1370
C -0.0750 0.2499 -1.5591
Cl -0.5200 1.0270 -3.1598
C -1.3984 -0.4815 -1.0910
C -2.5278 -0.6467 -2.1451
C -3.6073 -1.5869 -1.4754
C -4.4509 -0.8580 -0.3991
C -5.4981 0.1204 -0.9741
O -5.9981 0.9807 0.0631
C -6.7480 0.2502 1.0113
N 1.0979 -0.6936 -1.6926
C 0.6092 -1.8537 -2.5197
O 1.6415 -2.5708 -3.1879
N 1.2456 -3.8824 -3.4578
O 2.1688 -4.4908 -3.8223
C 2.2427 -0.0991 -2.5617
O 3.2442 0.3266 -1.9771
O 2.1325 -0.0078 -3.7762
H 1.1305 -5.5126 0.2370
H 3.2808 -2.1662 -1.4242
H 3.5262 -2.0424 0.2768
H 0.7408 -1.8773 -0.0315
H 3.0281 1.4918 0.5632
H 3.8010 -0.0062 0.3508
H 4.1333 -0.3477 2.7818
H 4.7443 1.1231 2.1056
H 2.1889 1.0809 3.8225
H 3.8448 1.2824 4.3769
H 2.5802 3.2645 3.7962
H 0.7121 -0.1611 2.7948
H 0.1816 -1.5189 1.9085
H 2.4161 -1.1545 3.8704
H 2.5883 -3.7253 2.1750
H 3.8901 -2.4323 2.2825
H 3.3461 -3.2946 3.6746
H -0.3983 0.5532 1.1173
H 1.5278 2.7294 1.3629
H 0.6562 1.9404 2.5958
H 1.3257 2.5075 -2.0268
H -1.4517 2.3522 0.5069
H -1.8644 2.1441 -1.1519
H -1.7876 4.4246 -0.4994
H -1.0997 5.3447 -2.3897
H 0.4754 4.4150 -2.4868
H -1.1398 3.6428 -2.8506
H 0.9281 4.7048 -0.3436
H -1.2249 -1.4825 -0.6674
H -1.8794 0.0641 -0.2649
H -2.2340 -1.1710 -3.0612
H -3.0809 0.2833 -2.3341
H -3.1728 -2.5254 -1.1007
H -4.3103 -1.8411 -2.2924
H -3.8604 -0.3094 0.3536
H -4.9981 -1.6391 0.1595
H -5.0967 0.8078 -1.7336
H -6.3807 -0.4207 -1.3638
H -6.0952 -0.3202 1.6996
H -7.4918 -0.4208 0.5370
H -7.3282 0.9313 1.6565
H 0.0752 -2.6000 -1.9064
H -0.1133 -1.5593 -3.2892